No. 1
The following is a DFT calculation (the ωB97M-V functional and the def2-TZVPD basis) of a molecular structure, C37H55AsN2O8ReSSe.

For the orbital gap (spin up / spin down), the calculation gives 0.261 / 0.214 hartree. Its LUMO energy (spin up / spin down) is 0.2 / -1.1 eV. The total energy is -197775.0475 eV. The expectation value of S² is 3.7681. The spin multiplicity is 4. As for the largest force on an atom: 0.8 eV/A.

```
106
Properties=species:S:1:pos:R:3:forces:R:3
Re 0.7290 0.0743 0.2978 0.8 -0.1 -0.1
C -1.4492 -6.7725 2.3382 0.0 0.0 0.0
C -0.0261 -6.5867 1.7959 0.0 0.0 0.0
C 0.2965 -7.7663 0.8781 0.0 0.0 0.0
C 0.9695 -6.5947 2.9652 0.0 0.0 0.0
C 0.0793 -5.2459 1.0718 0.0 0.0 0.0
C -0.2583 -4.0752 1.7380 0.0 0.0 -0.1
C -0.1293 -2.8559 1.1026 0.1 0.1 -0.1
Se -0.4620 -1.2423 2.0962 -0.3 -0.2 0.2
C -2.3432 -1.0033 1.9769 0.0 0.1 0.1
C -3.0594 -1.0529 3.1648 -0.1 0.0 0.0
C -4.4295 -0.8676 3.1556 0.1 0.0 0.0
C -5.0217 -0.6357 1.9059 0.0 0.0 0.0
C -4.3356 -0.5796 0.7054 0.0 0.0 0.0
C -2.9121 -0.7538 0.7042 0.0 0.0 -0.1
O -2.1799 -0.6949 -0.3452 0.2 0.2 -0.1
C -5.0584 -0.3479 -0.6214 0.0 0.0 0.0
C -4.5290 0.9234 -1.3085 0.0 0.0 0.0
C -4.8295 -1.5556 -1.5432 0.0 0.0 0.0
C -6.5673 -0.1770 -0.4359 0.0 0.0 0.0
C -5.2166 -0.9098 4.4647 0.0 0.0 0.0
C -6.7118 -0.6748 4.2475 0.0 0.0 0.0
C -5.0402 -2.2815 5.1297 0.0 0.0 0.0
C -4.6926 0.1791 5.4118 0.0 0.0 0.0
C 0.3538 -2.7426 -0.2034 -0.2 -0.1 0.0
O 0.4925 -1.5326 -0.7779 0.0 0.5 0.1
C 0.6788 -3.9117 -0.9087 0.0 0.0 0.0
C 0.5442 -5.1231 -0.2362 -0.1 0.0 0.0
C 1.2018 -3.8474 -2.3451 0.0 0.0 0.0
C 0.1862 -3.1375 -3.2547 0.0 0.0 0.0
C 2.5451 -3.1031 -2.3572 0.0 0.0 0.0
C 1.4336 -5.2413 -2.9340 0.0 0.0 0.0
H -1.5464 -7.7500 2.8149 0.0 0.0 0.0
H -2.1826 -6.7083 1.5331 0.0 0.0 0.0
H -1.6996 -6.0152 3.0812 0.0 0.0 0.0
H 0.1632 -8.6995 1.4274 0.0 0.0 0.0
H 1.3292 -7.7340 0.5270 0.0 0.0 0.0
H -0.3637 -7.7930 0.0095 0.0 0.0 0.0
H 0.9476 -7.5591 3.4771 0.0 0.0 0.0
H 0.7288 -5.8192 3.6936 0.0 0.0 0.0
H 1.9848 -6.4162 2.6075 0.0 0.0 0.0
H -0.6275 -4.0994 2.7562 0.0 0.0 0.0
H -2.5288 -1.2334 4.0931 0.0 0.0 0.0
H -6.0909 -0.4889 1.8783 0.0 0.0 0.0
H -3.5224 0.7600 -1.6871 0.0 0.0 0.0
H -4.5190 1.7660 -0.6129 0.0 0.0 0.0
H -5.1717 1.1882 -2.1516 0.0 0.0 0.0
H -3.7657 -1.7328 -1.6872 0.0 0.0 0.0
H -5.2938 -1.3774 -2.5167 0.0 0.0 0.0
H -5.2790 -2.4522 -1.1115 0.0 0.0 0.0
H -6.8082 0.7009 0.1675 0.0 0.0 0.0
H -7.0194 -1.0534 0.0316 0.0 0.0 0.0
H -7.0330 -0.0465 -1.4142 0.0 0.0 0.0
H -7.1462 -1.4269 3.5868 0.0 0.0 0.0
H -6.9064 0.3114 3.8222 0.0 0.0 0.0
H -7.2318 -0.7335 5.2055 0.0 0.0 0.0
H -5.4201 -3.0741 4.4829 0.0 0.0 0.0
H -5.5825 -2.3200 6.0773 0.0 0.0 0.0
H -3.9897 -2.4914 5.3348 0.0 0.0 0.0
H -4.7557 1.1613 4.9409 0.0 0.0 0.0
H -3.6498 0.0040 5.6805 0.0 0.0 0.0
H -5.2785 0.1992 6.3337 0.0 0.0 0.0
H 0.8125 -6.0226 -0.7670 0.0 0.0 0.0
H -0.0609 -2.1426 -2.8962 0.0 0.0 0.0
H -0.7388 -3.7145 -3.3091 0.0 0.0 0.0
H 0.5933 -3.0576 -4.2654 0.0 0.0 0.0
H 2.4370 -2.0939 -1.9616 0.0 0.0 0.0
H 2.9321 -3.0449 -3.3771 0.0 0.0 0.0
H 3.2777 -3.6251 -1.7393 0.0 0.0 0.0
H 0.5313 -5.8529 -2.8904 0.0 0.0 0.0
H 2.2403 -5.7733 -2.4262 0.0 0.0 0.0
H 1.7150 -5.1396 -3.9833 0.0 0.0 0.0
O 4.7325 -1.1571 2.2527 -0.1 0.0 0.0
As 3.4942 0.0233 1.8582 0.2 -0.2 0.0
O 4.1946 1.1381 0.8921 -0.1 0.0 0.0
O 2.3372 -0.9153 0.9921 -0.2 0.2 0.0
C 2.7465 0.2848 3.6311 0.0 0.1 0.0
C 3.2879 -0.5102 4.6396 0.0 0.0 0.0
C 2.7742 -0.4594 5.9261 0.0 0.0 0.0
C 1.7227 0.3890 6.2290 0.0 0.0 0.0
C 1.1741 1.1850 5.2384 0.0 0.0 0.0
C 1.6798 1.1271 3.9476 0.0 0.0 0.0
S 0.8598 2.1715 2.7758 -0.1 0.1 0.0
O 1.2502 3.5256 3.0082 0.1 0.0 0.0
O -0.5541 1.8682 2.8204 0.1 0.0 0.0
O 1.4513 1.6674 1.4638 -0.2 -0.2 -0.2
H 5.4917 -0.9350 1.6973 0.0 0.0 0.0
H 4.1124 -1.1685 4.4112 0.0 0.0 0.0
H 3.2017 -1.0894 6.6944 0.0 0.0 0.0
H 1.3278 0.4296 7.2350 0.0 0.0 0.0
H 0.3438 1.8454 5.4506 0.0 0.0 0.0
N 2.0891 0.8892 -1.2180 0.0 0.0 0.2
C 1.9807 2.3199 -1.5922 0.0 0.0 0.0
C 0.5539 2.7051 -1.9608 0.0 -0.1 0.0
C -0.3561 2.8710 -0.7513 0.0 0.0 -0.1
N -0.7746 1.5675 -0.1956 -0.1 -0.4 0.0
H 3.0011 0.7546 -0.7586 0.1 0.1 0.0
H 2.0612 0.2955 -2.0443 0.0 0.0 0.0
H 2.6604 2.5208 -2.4221 0.0 0.0 0.0
H 2.3276 2.8891 -0.7295 0.0 0.0 0.0
H 0.1316 1.9537 -2.6378 0.0 0.0 -0.1
H 0.5769 3.6440 -2.5151 0.0 0.0 0.0
H -1.2470 3.4430 -1.0163 0.0 0.0 0.0
H 0.1676 3.4182 0.0336 0.0 0.0 0.0
H -1.4823 1.0754 -0.7560 0.0 -0.1 0.1
H -1.2223 1.7170 0.7133 -0.1 0.0 0.0
```
Positions in Å, forces in eV/Å.

No. 2
The following is a DFT calculation (the ωB97M-V functional and the def2-TZVPD basis) of a single C6H14O molecule.

For the orbital gap, the calculation gives 0.410 hartree. Its LUMO energy is 1.0 eV. The total energy is -8496.6082 eV. Its structure (SMILES) is CC(C)C[C@@H](C)O. As for the largest force on an atom: 0.3 eV/A.

```
21
Properties=species:S:1:pos:R:3:forces:R:3
C 1.5400 1.9431 -0.5492 0.0 0.0 0.0
C 0.4096 1.1617 0.1281 -0.1 0.0 0.0
C 0.7858 0.8864 1.5862 0.0 0.0 0.1
C 0.1136 -0.1445 -0.6256 0.0 0.0 0.0
C -1.2194 -0.8321 -0.3004 0.1 0.0 -0.3
C -1.2286 -2.2717 -0.7960 0.0 0.0 0.0
O -1.4656 -0.8109 1.1021 -0.1 -0.2 0.1
H 1.7639 2.8565 0.0147 0.0 -0.1 -0.1
H 1.2937 2.2334 -1.5772 0.0 -0.1 0.1
H 2.4601 1.3441 -0.5787 -0.1 0.1 0.0
H -0.4979 1.7836 0.1063 0.1 -0.1 0.0
H 0.9979 1.8180 2.1215 0.0 -0.1 -0.1
H 1.6874 0.2598 1.6219 -0.1 0.1 0.0
H -0.0133 0.3548 2.0994 0.2 0.1 0.0
H 0.9420 -0.8473 -0.4464 -0.1 0.1 0.0
H 0.1049 0.0490 -1.7086 0.0 0.0 0.2
H -2.0227 -0.2652 -0.8000 0.1 -0.1 0.1
H -0.4711 -2.8449 -0.2478 -0.1 0.1 -0.1
H -1.0051 -2.3387 -1.8651 0.0 0.0 0.1
H -2.2077 -2.7372 -0.6243 0.1 0.1 -0.1
H -1.9674 -1.5978 1.3391 0.0 0.1 -0.1
```
Positions in Å, forces in eV/Å.

No. 3
The following is a DFT calculation (the ωB97M-V functional and the def2-TZVPD basis) of 2 unconnected molecules or ions with the total composition H3N3O2P.

For the orbital gap (spin up / spin down), the calculation gives 0.253 / 0.251 hartree. Its LUMO energy (spin up / spin down) is 3.4 / 3.3 eV. The total energy is -17899.6096 eV. The total charge is -1. As for the largest force on an atom: 6.1 eV/A.

```
9
Properties=species:S:1:pos:R:3:forces:R:3
N -0.5843 1.4632 0.9803 -1.7 2.1 -1.1
N -0.4938 1.3418 -0.2655 0.4 0.0 0.6
N 1.1902 -0.8550 0.3829 -0.2 1.7 -0.3
O -1.7958 -1.5049 -0.6620 3.4 2.6 0.0
O 0.8920 -0.2158 -2.0626 0.6 1.0 -1.5
P 0.2029 -0.1043 -0.7872 -3.6 -4.9 0.5
H -1.2830 2.2999 0.9989 1.3 -1.3 1.0
H 0.8526 -0.6197 1.3058 -0.2 -0.5 0.2
H 1.0191 -1.8052 0.1094 0.0 -0.8 0.6
```
Positions in Å, forces in eV/Å.

No. 4
The following is a DFT calculation (the ωB97M-V functional and the def2-TZVPD basis) of a molecular structure, C7H19IO2Pt.

For the orbital gap (spin up / spin down), the calculation gives 0.380 / 0.218 hartree. Its LUMO energy (spin up / spin down) is -6.2 / -12.1 eV. The total energy is -22984.5785 eV. The total charge is +2. The expectation value of S² is 6.0138. The spin multiplicity is 5. As for the largest force on an atom: 3.4 eV/A.

```
30
Properties=species:S:1:pos:R:3:forces:R:3
C 1.7310 1.6081 -2.1271 0.2 1.3 -1.5
C 0.5301 1.8539 -3.0469 0.4 0.5 -0.5
H 1.9348 2.4752 -1.5040 0.1 -0.1 0.2
H 2.6116 1.3905 -2.7471 0.0 0.1 0.1
H 1.8056 0.6727 -1.5006 0.7 0.7 -0.6
H -0.3612 2.2268 -2.5357 0.3 0.0 -0.1
H 0.8492 2.6471 -3.7455 -0.1 -0.2 0.3
H 0.2673 0.9975 -3.6723 0.2 0.3 0.1
Pt 0.5242 -0.0963 -0.6733 -1.3 -0.6 3.0
C -1.0705 -0.2132 -1.8741 -2.2 -1.6 -1.6
H -1.5772 0.7677 -1.8689 0.4 -0.1 0.4
H -1.7820 -0.9989 -1.5831 0.4 0.2 0.0
H -0.7009 -0.4508 -2.8881 -0.1 0.0 0.5
I 2.8490 -0.5440 0.4304 0.9 -0.8 0.2
C -0.0403 1.5077 2.2287 0.2 1.0 0.4
O -0.1637 0.2355 1.6200 0.4 -0.6 -0.2
C 0.1926 -0.8128 2.5570 -0.2 0.2 0.1
C 0.1670 -2.1272 1.8109 -0.1 -0.2 -0.7
O -0.4981 -1.9535 0.5358 0.4 -0.5 1.2
C -1.9239 -1.9629 0.7550 -0.7 -0.4 -0.5
H -0.3438 2.2384 1.4873 -0.1 0.2 0.1
H 0.9972 1.7004 2.5342 -0.2 -0.1 0.0
H -0.6970 1.5633 3.1097 0.2 0.0 -0.3
H 1.2165 -0.6649 2.9314 -0.4 0.3 0.3
H -0.5404 -0.7982 3.3843 0.4 0.3 -0.3
H 1.1972 -2.4246 1.5933 -0.2 -0.4 -0.1
H -0.3409 -2.8977 2.4121 0.4 0.1 -0.4
H -2.1916 -2.0696 1.8167 0.2 0.1 -0.4
H -2.3453 -1.0364 0.3576 -0.1 -0.2 0.2
H -2.2965 -2.8337 0.2021 -0.2 0.3 0.2
```
Positions in Å, forces in eV/Å.

No. 5
The following is a DFT calculation (the ωB97M-V functional and the def2-TZVPD basis) of a molecular structure, C14H14Br42.

For the orbital gap, the calculation gives 0.353 hartree. Its LUMO energy is -0.3 eV. The total energy is -2956525.0543 eV. As for the largest force on an atom: 2.3 eV/A.

```
70
Properties=species:S:1:pos:R:3:forces:R:3
C -9.8081 -18.1758 23.9648 2.2 -0.2 0.2
Br -11.3046 -19.0912 24.5295 -1.5 -0.5 0.1
Br -9.9262 -16.3560 23.5384 -0.6 1.1 -0.1
Br -8.8643 -19.0449 22.4991 0.0 -0.2 0.1
H -9.1347 -18.2227 24.8154 0.1 0.0 -0.3
C -4.6784 -21.1665 23.1041 0.6 1.1 1.1
Br -4.0962 -19.2946 23.0485 -0.2 -0.1 0.5
Br -3.1818 -22.2976 23.4303 0.2 -0.3 0.0
Br -5.5872 -21.5060 21.5546 -1.0 -0.8 -1.9
H -5.3990 -21.2762 23.9026 0.3 0.1 0.3
C -8.1532 -21.1989 17.8548 -0.9 -0.3 0.5
Br -8.3422 -19.7098 16.7012 0.2 0.4 -0.3
Br -8.6587 -20.7708 19.6727 -0.3 0.1 -0.1
Br -6.4434 -21.9899 17.9157 0.8 -0.2 -0.5
H -8.8825 -21.9283 17.5135 0.3 0.0 0.1
C 2.1771 -19.7991 17.7210 0.1 -0.2 1.2
Br 2.8567 -20.0235 15.9741 0.0 0.1 -0.4
Br 1.7088 -17.9937 18.2101 0.1 0.0 -0.3
Br 3.3885 -20.5509 19.0434 0.1 0.1 -0.1
H 1.2660 -20.3697 17.8594 0.3 0.1 -0.3
C -4.6598 -12.3076 13.4105 -0.6 1.4 0.9
Br -5.8593 -10.9352 12.6907 0.2 -0.5 0.2
Br -5.5860 -13.6174 14.4405 -0.1 0.0 0.4
Br -3.2093 -11.4166 14.3636 -0.4 -0.6 -0.3
H -4.3095 -12.8544 12.5930 0.9 -0.5 -1.2
C -5.8636 -15.0422 21.4753 -0.6 -0.5 0.0
Br -7.1936 -13.6881 21.3164 -0.7 0.1 -0.2
Br -5.7423 -15.6157 23.2824 0.1 -0.4 0.6
Br -4.2479 -14.3606 20.8558 1.5 0.3 -0.5
H -6.0896 -15.9220 20.8772 -0.4 0.3 0.0
C -9.4291 -12.9124 13.2981 -0.3 0.4 0.0
Br -10.6676 -14.2174 13.8537 -0.5 -0.8 0.3
Br -9.6701 -11.3177 14.2990 0.0 0.7 0.4
Br -9.5786 -12.5957 11.4333 0.2 0.1 -0.5
H -8.4591 -13.2593 13.5485 0.8 -0.3 -0.1
C -1.6050 -16.9078 21.6042 0.9 -0.5 -0.8
Br -1.0073 -18.7096 21.2218 -0.1 0.0 -0.3
Br -0.6118 -15.6505 20.4913 -0.4 -0.1 0.1
Br -1.3578 -16.5596 23.4133 0.1 0.5 1.3
H -2.6544 -16.8411 21.4155 -0.4 0.1 -0.5
C -3.7144 -21.2095 13.4882 0.5 0.1 1.1
Br -2.4734 -19.8267 13.9338 0.4 0.4 -0.1
Br -5.4595 -20.5464 13.6678 -1.0 0.2 -0.1
Br -3.4376 -22.7076 14.6599 0.0 -0.4 0.1
H -3.5205 -21.5368 12.5016 0.1 -0.2 -0.9
C -9.4829 -15.2497 18.5774 -1.1 0.6 1.2
Br -11.0485 -15.8530 17.6704 -0.7 -0.2 -0.2
Br -8.6242 -13.9607 17.5305 0.9 0.7 -0.7
Br -8.4597 -16.7216 19.1066 0.8 -0.7 0.3
H -9.7890 -14.7325 19.5050 0.0 -0.4 -0.6
C 0.0053 -16.0674 13.2723 0.2 1.6 0.5
Br -0.6676 -16.9532 11.7902 -0.7 -0.9 -1.1
Br 1.6018 -16.8176 13.9317 0.8 -0.4 0.2
Br -1.2504 -15.8531 14.7067 -0.4 -0.1 0.1
H 0.2222 -15.0616 12.9159 0.1 -0.2 0.3
C -4.5958 -17.9549 17.5260 -0.2 0.1 -0.4
Br -5.7657 -16.7529 16.5526 -0.1 -0.4 0.0
Br -5.2753 -18.4278 19.2599 0.0 -0.1 0.1
Br -2.9170 -17.0850 17.6676 0.8 0.1 0.3
H -4.4333 -18.8753 16.9621 -0.3 0.2 0.1
C -5.9708 -16.1463 10.5877 0.9 0.7 0.5
Br -7.4755 -16.3382 11.7041 -0.6 0.0 0.3
Br -4.3410 -16.5404 11.5246 0.3 -0.7 0.3
Br -5.6775 -14.3484 9.9532 -0.6 0.3 -0.4
H -6.0707 -16.8139 9.7644 0.0 -0.3 -0.5
C -1.1771 -22.2022 18.2669 0.4 0.0 0.4
Br -1.1011 -20.3944 17.7609 -0.7 0.8 -0.4
Br -2.9178 -22.8160 18.5737 -1.0 -0.3 0.5
Br 0.0475 -22.5290 19.6818 0.3 -0.1 0.8
H -0.8008 -22.8147 17.5057 0.4 -0.5 -1.3
```
Positions in Å, forces in eV/Å.

The lowest largest force on an atom belongs to which entry? C6H14O

Which value of largest force on an atom does entry 5 give? 2.3 eV/A

Which of these has the lowest largest force on an atom? C6H14O